No. 1
Density functional theory data (ωB97M-V with the def2-TZVPD basis set) for a cluster of 2 separate species, C4H7NO2 in total.

* total charge: 0
* energy relative to the best compared isomer or geometry (same formula, charge and spin): 42.4 kcal per mole
* LUMO: 0.0282 Ha

Last column: Löwdin charge in e.
Positions of all 14 atoms, in Å:
O (-2.084, -1.666, 0.690)  -0.07
C (1.163, 0.182, 0.766)  -0.06
C (1.756, -0.027, -0.396)  -0.12
O (1.152, 0.272, -1.603)  -0.01
C (-0.184, 0.531, -1.528)  -0.21
N (-0.878, 0.738, -0.497)  0.05
C (-0.209, 0.797, 0.809)  -0.21
H (-2.199, -0.874, 0.145)  0.01
H (1.664, -0.095, 1.690)  0.11
H (2.739, -0.452, -0.550)  0.12
H (-1.276, -2.055, 0.346)  0.03
H (-0.628, 0.524, -2.522)  0.14
H (-0.167, 1.849, 1.118)  0.12
H (-0.847, 0.277, 1.529)  0.10

---

No. 2
Density functional theory data (ωB97M-V with the def2-TZVPD basis set) for a cluster of 3 separate species, C21H32F7N3O5 in total.

* total charge: 0
* LUMO: 0.0234 Ha

Last column: Löwdin charge in e.
Positions of all 68 atoms, in Å:
C (1.790, 3.651, 2.351)  -0.07
C (0.867, 3.944, 1.159)  -0.27
O (-0.489, 3.636, 1.416)  -0.15
C (-0.784, 2.251, 1.425)  -0.22
C (-1.689, 1.973, 0.229)  -0.09
C (-2.308, 0.543, 0.127)  -0.31
C (-2.525, 0.266, -1.305)  -0.18
N (-2.674, 0.053, -2.422)  0.22
C (-3.713, 0.496, 0.810)  -0.16
N (-3.772, 1.318, 2.008)  -0.10
C (-4.538, 0.722, 3.103)  -0.12
C (-1.311, -0.534, 0.704)  -0.10
C (-1.448, -0.613, 2.163)  -0.18
N (-1.534, -0.684, 3.304)  0.24
C (-1.428, -1.944, 0.088)  -0.41
F (-2.726, -2.321, 0.031)  0.15
F (-0.940, -1.917, -1.165)  0.14
C (-0.689, -3.118, 0.806)  -0.36
F (-1.341, -3.448, 1.925)  0.17
F (-0.732, -4.163, -0.037)  0.16
C (0.811, -2.871, 1.155)  -0.55
F (1.473, -4.018, 1.164)  0.19
F (1.373, -2.068, 0.240)  0.17
F (0.939, -2.298, 2.344)  0.18
H (1.177, 3.398, 3.216)  0.08
H (2.405, 4.513, 2.597)  0.07
H (2.446, 2.801, 2.162)  0.07
H (0.886, 5.002, 0.906)  0.12
H (1.206, 3.402, 0.267)  0.12
H (0.148, 1.679, 1.360)  0.12
H (-1.275, 2.003, 2.364)  0.11
H (-1.119, 2.169, -0.680)  0.12
H (-2.490, 2.709, 0.233)  0.12
H (-4.431, 0.822, 0.052)  0.13
H (-3.971, -0.534, 1.055)  0.12
H (-4.215, 2.195, 1.767)  0.11
H (-4.139, -0.265, 3.330)  0.06
H (-4.420, 1.333, 3.996)  0.08
H (-5.606, 0.619, 2.880)  0.08
H (-0.293, -0.210, 0.488)  0.16
O (6.383, -2.276, 2.319)  0.11
C (6.092, -3.432, 2.192)  -0.52
O (6.955, -4.364, 2.653)  0.00
C (6.670, -5.766, 2.629)  -0.24
C (6.953, -6.385, 1.277)  -0.07
C (4.831, -3.862, 1.478)  0.01
H (5.648, -5.956, 2.960)  0.11
H (7.333, -6.185, 3.384)  0.12
H (6.310, -5.970, 0.501)  0.07
H (6.788, -7.462, 1.316)  0.08
H (7.989, -6.203, 0.992)  0.08
H (5.016, -3.809, 0.405)  0.10
H (4.051, -3.146, 1.722)  0.08
H (4.482, -4.861, 1.721)  0.07
O (-2.493, 3.135, -2.493)  0.09
C (-2.528, 3.124, -3.694)  -0.52
O (-1.446, 3.571, -4.364)  0.00
C (-1.335, 3.499, -5.790)  -0.24
C (-2.047, 4.644, -6.477)  -0.07
C (-3.751, 2.661, -4.446)  0.01
H (-1.675, 2.528, -6.150)  0.11
H (-0.264, 3.553, -5.974)  0.12
H (-3.121, 4.620, -6.293)  0.07
H (-1.885, 4.592, -7.554)  0.08
H (-1.661, 5.597, -6.114)  0.08
H (-4.469, 3.482, -4.458)  0.10
H (-4.178, 1.832, -3.889)  0.07
H (-3.567, 2.345, -5.468)  0.07

---

No. 3
Density functional theory data (ωB97M-V with the def2-TZVPD basis set) for the molecule C3H5PS2 in a non-equilibrium geometry.

* total charge: 0
* energy relative to the best compared isomer or geometry (same formula, charge and spin): 13.3 kcal per mole
* multiplicity: 3
* ⟨S²⟩: 2.013
* LUMO (spin up / spin down): 0.0148 / -0.1192 Ha

Last column: Löwdin charge in e.
Positions of all 11 atoms, in Å:
C (-0.089, -0.471, 0.968)  -0.39
C (1.069, 0.116, 0.289)  -0.29
C (0.899, 1.146, -0.545)  -0.12
P (-1.440, -0.817, -0.291)  -0.13
S (-3.224, -1.158, 0.372)  0.12
S (-0.799, -0.479, -2.077)  0.38
H (0.225, -1.430, 1.323)  0.07
H (-0.682, 0.207, 1.537)  0.06
H (2.082, -0.330, 0.527)  0.13
H (1.860, 1.399, -1.150)  0.09
H (0.098, 1.817, -0.954)  0.07

---

No. 4
Density functional theory data (ωB97M-V with the def2-TZVPD basis set) for the ion C18H29N2O3S with charge +1 in a non-equilibrium geometry.

* total charge: +1
* energy relative to the best compared isomer or geometry (same formula, charge and spin): 0.0 kcal per mole
* LUMO: -0.0822 Ha

Last column: Löwdin charge in e.
Positions of all 53 atoms, in Å:
C (-5.577, -1.745, 0.235)  -0.05
H (-5.878, -2.598, -0.367)  0.09
H (-5.817, -0.843, -0.321)  0.07
H (-6.172, -1.751, 1.144)  0.09
C (-4.092, -1.849, 0.577)  -0.36
C (-3.617, -0.719, 1.496)  -0.12
C (-3.567, 0.616, 0.764)  -0.10
N (-2.646, 0.524, -0.387)  -0.11
C (-3.127, -0.501, -1.345)  -0.11
C (-3.199, -1.863, -0.666)  -0.12
H (-3.569, -2.591, -1.387)  0.13
H (-2.187, -2.160, -0.381)  0.10
H (-2.414, -0.550, -2.169)  0.12
H (-4.101, -0.186, -1.723)  0.14
C (-2.387, 1.828, -1.044)  -0.10
C (-1.451, 2.726, -0.237)  -0.10
H (-1.830, 2.874, 0.775)  0.12
H (-1.418, 3.701, -0.724)  0.14
C (-0.018, 2.177, -0.164)  -0.31
N (-0.017, 0.878, 0.515)  -0.21
S (0.479, -0.458, -0.401)  0.70
O (-0.041, -1.576, 0.332)  -0.27
O (-0.098, -0.212, -1.698)  -0.27
C (2.256, -0.499, -0.477)  -0.28
C (2.932, -1.266, 0.446)  0.02
C (4.328, -1.287, 0.416)  -0.30
C (4.996, -0.531, -0.548)  0.01
C (4.290, 0.221, -1.471)  -0.05
C (2.905, 0.247, -1.442)  -0.07
H (2.335, 0.807, -2.165)  0.11
H (4.824, 0.788, -2.217)  0.12
H (6.076, -0.545, -0.581)  0.12
O (4.965, -2.037, 1.329)  0.09
H (5.923, -2.008, 1.206)  0.12
H (2.398, -1.866, 1.164)  0.13
C (0.636, 1.027, 1.807)  -0.16
H (1.065, 0.074, 2.108)  0.12
C (1.662, 2.139, 1.597)  -0.13
H (1.945, 2.621, 2.529)  0.12
C (0.924, 3.089, 0.648)  -0.11
H (1.606, 3.640, 0.005)  0.12
H (0.338, 3.808, 1.220)  0.12
H (2.558, 1.739, 1.122)  0.11
H (-0.113, 1.326, 2.547)  0.13
H (0.346, 2.024, -1.183)  0.14
H (-3.345, 2.326, -1.213)  0.14
H (-1.920, 1.619, -2.009)  0.13
H (-1.728, 0.204, -0.026)  0.11
H (-3.219, 1.397, 1.441)  0.13
H (-4.556, 0.894, 0.393)  0.14
H (-4.281, -0.628, 2.355)  0.13
H (-2.617, -0.959, 1.864)  0.12
H (-3.945, -2.794, 1.106)  0.15